This record from the OMol25 dataset describes C39H52BBr4CaN16O3 as an isolated structure in a non-equilibrium geometry. The level of theory is wB97M-V/def2-TZVPD.

Element x y z (Å)
Ca: -1.227 0.363 1.293
C: -2.180 -3.011 3.724
C: -2.769 -2.336 2.637
N: -2.541 -1.026 2.705
N: -1.826 -0.828 3.854
C: -1.585 -2.014 4.468
B: -1.429 0.603 4.392
N: -2.391 1.693 3.804
C: -2.926 2.736 4.488
C: -3.554 3.564 3.583
C: -3.333 2.946 2.336
N: -2.633 1.824 2.470
N: 0.028 0.957 3.957
C: 1.208 0.716 4.579
C: 2.226 1.147 3.757
C: 1.571 1.635 2.618
N: 0.253 1.517 2.725
N: -1.601 0.587 5.912
C: -2.697 0.101 6.556
C: -2.592 0.443 7.877
C: -1.373 1.164 7.950
N: -0.780 1.260 6.770
H: -2.191 -4.070 3.938
H: -3.345 -2.738 1.816
H: -1.012 -2.064 5.387
H: -2.821 2.815 5.567
H: -4.087 4.484 3.793
H: -3.651 3.271 1.353
H: 1.236 0.298 5.571
H: 3.289 1.094 3.944
H: 1.996 2.063 1.724
H: -3.464 -0.450 6.022
H: -3.287 0.215 8.676
H: -0.904 1.612 8.820
Br: -1.438 -6.410 -0.461
C: -0.834 -4.738 0.151
C: 0.282 -4.669 1.082
Br: 1.132 -6.253 1.641
C: 0.704 -3.471 1.568
Br: 2.069 -3.295 2.843
C: 0.090 -2.228 1.147
O: 0.398 -1.105 1.611
C: -1.022 -2.305 0.152
O: -1.576 -1.230 -0.219
C: -1.459 -3.599 -0.279
Br: -2.975 -3.601 -1.406
C: 3.111 -2.588 -4.399
N: 3.264 -2.157 -3.016
C: 4.645 -1.833 -2.634
C: 2.358 -2.578 -2.035
N: 2.304 -2.144 -0.838
C: 2.974 -1.001 -0.359
C: 3.945 -1.176 0.622
C: 4.630 -0.102 1.173
C: 4.307 1.179 0.767
C: 3.304 1.365 -0.178
C: 2.626 0.298 -0.772
N: 1.525 0.429 -1.646
C: 1.352 1.131 -2.693
N: 0.159 0.997 -3.411
C: -0.833 -0.007 -3.039
C: -0.090 1.639 -4.694
N: 2.260 2.011 -3.356
C: 2.776 3.233 -2.758
C: 3.170 1.354 -4.282
N: 1.546 -3.731 -2.338
C: 2.259 -4.990 -2.188
C: 0.529 -3.737 -3.372
H: 3.784 -1.991 -5.011
H: 2.106 -2.407 -4.763
H: 3.358 -3.645 -4.564
H: 5.154 -1.429 -3.505
H: 5.189 -2.725 -2.303
H: 4.701 -1.096 -1.843
H: 4.161 -2.192 0.935
H: 5.389 -0.270 1.932
H: 4.807 2.041 1.199
H: 3.000 2.370 -0.413
H: -0.581 -0.450 -2.086
H: -0.894 -0.788 -3.807
H: -1.824 0.453 -2.955
H: 0.474 2.562 -4.786
H: -1.157 1.860 -4.774
H: 0.173 0.988 -5.540
H: 2.114 3.578 -1.966
H: 2.817 4.021 -3.519
H: 3.783 3.116 -2.350
H: 2.708 0.441 -4.672
H: 4.119 1.081 -3.803
H: 3.395 2.012 -5.129
H: 2.860 -4.961 -1.278
H: 2.917 -5.233 -3.040
H: 1.531 -5.799 -2.087
H: 0.023 -2.771 -3.412
H: -0.218 -4.488 -3.111
H: 0.894 -3.993 -4.377
C: -0.824 3.930 -1.434
N: -2.163 3.408 -1.712
C: -2.714 3.796 -3.007
C: -2.560 2.276 -1.066
O: -1.750 1.637 -0.363
N: -3.860 1.896 -1.199
C: -4.272 0.580 -0.698
C: -4.934 2.889 -1.260
H: -0.101 3.526 -2.150
H: -0.514 3.655 -0.433
H: -0.839 5.018 -1.518
H: -1.905 3.829 -3.739
H: -3.178 4.785 -2.974
H: -3.450 3.073 -3.349
H: -3.456 -0.135 -0.766
H: -5.097 0.218 -1.313
H: -4.606 0.646 0.343
H: -4.537 3.900 -1.221
H: -5.589 2.749 -0.398
H: -5.535 2.779 -2.164

Results
E_HOMO (spin up / spin down) in eV: -6.96 / -7.43
Spin multiplicity: 2
⟨S²⟩: 0.77
Charge: 0
Kohn-Sham gap (spin up / spin down) in eV: 7.304 / 6.326